{"formula": "C40H99BClNbO11P", "method": "ωB97M-V/def2-TZVPD", "max_force_ha_per_bohr": 0.02589, "orbital_gap_ev": 6.225, "multiplicity": 1, "total_charge": -1, "species": ["Nb", "Cl", "P", "O", "O", "O", "O", "O", "O", "O", "O", "O", "O", "O", "C", "C", "C", "C", "C", "C", "C", "C", "C", "C", "C", "C", "C", "C", "C", "C", "C", "C", "C", "C", "C", "C", "C", "C", "C", "C", "C", "C", "C", "C", "C", "C", "C", "C", "C", "C", "C", "C", "C", "C", "B", "H", "H", "H", "H", "H", "H", "H", "H", "H", "H", "H", "H", "H", "H", "H", "H", "H", "H", "H", "H", "H", "H", "H", "H", "H", "H", "H", "H", "H", "H", "H", "H", "H", "H", "H", "H", "H", "H", "H", "H", "H", "H", "H", "H", "H", "H", "H", "H", "H", "H", "H", "H", "H", "H", "H", "H", "H", "H", "H", "H", "H", "H", "H", "H", "H", "H", "H", "H", "H", "H", "H", "H", "H", "H", "H", "H", "H", "H", "H", "H", "H", "H", "H", "H", "H", "H", "H", "H", "H", "H", "H", "H", "H", "H", "H", "H", "H", "H", "H"], "positions_angstrom": [[0.77388, 0.84126, 0.90673], [3.64545, 2.61242, 3.51167], [1.78158, -1.32193, 0.11028], [-1.07335, -4.57561, 11.12962], [1.94649, -1.52872, -1.52169], [-3.51934, 8.66570, -5.41570], [3.60693, 2.21748, -0.10190], [-1.17686, -0.47182, 6.69838], [-5.37382, -4.90201, -0.18391], [4.60754, 3.68738, -8.39179], [0.63427, 4.70118, -4.33287], [4.00970, -3.82912, -1.08780], [2.23365, 1.72338, -1.95593], [3.27266, -1.84856, 0.58622], [2.05199, 1.73909, 3.61922], [-6.11202, -3.01424, -1.57573], [-1.73208, -4.13956, 0.70863], [-0.61453, -1.56340, 5.98754], [2.66898, -5.03387, 0.56248], [-1.84371, -2.59643, 0.70904], [-1.62042, -1.70740, 8.77835], [3.10504, 3.73202, -10.34266], [-3.73861, 7.58651, -6.30895], [0.00068, 5.91847, -3.98722], [-1.62313, -2.35930, 5.17686], [4.45754, 3.35645, -9.75851], [3.69942, 3.04837, -7.50607], [-3.70464, 9.95915, -5.95866], [0.69980, -5.35742, 9.60795], [0.41886, -4.68639, -0.65872], [-0.66399, 0.40701, -0.80814], [3.46362, -5.09440, -0.74883], [1.80516, 1.40363, 5.08323], [-6.03408, -4.50597, 1.00313], [-1.95993, -0.37826, -0.54831], [-1.11155, -4.79132, -0.53141], [2.05183, 4.74460, -4.38997], [1.18008, -5.39082, 0.46636], [-1.72018, -1.90028, -0.64761], [-7.42323, -5.10190, 1.16373], [-2.14628, -0.81239, 7.66795], [2.07886, 0.49978, 2.72732], [-0.51827, -6.09257, 12.98924], [6.01370, 2.27483, -0.15104], [-2.80618, 7.58217, -7.50803], [2.71612, 5.10400, -3.07585], [5.38517, -3.82801, -1.35850], [-5.98918, -4.51886, -1.39920], [3.81085, 1.53370, -7.49134], [0.25784, 7.04800, -4.97150], [4.75536, 1.43209, -0.36121], [0.25682, -4.37612, 10.68013], [-5.11596, 10.22587, -6.45616], [-1.33325, -5.82840, 11.73352], [2.36649, 1.74963, -0.54063], [0.26758, -3.36594, 10.27250], [0.67709, -5.17996, -1.60244], [0.71704, -5.17173, 1.43102], [1.07916, -6.47632, 0.32796], [-0.15657, -0.11912, -1.62670], [2.87881, 4.77844, -10.13260], [5.94107, -4.41365, -0.61441], [-1.06395, 5.68287, -3.96389], [4.84561, 1.23161, -7.32353], [-0.02550, -5.38099, 8.79320], [-0.61492, -5.25904, 13.68649], [2.29816, 3.12257, -9.93422], [2.83697, -5.44588, -1.57640], [3.94445, 3.43812, -6.51881], [0.75101, -3.64925, -0.76574], [-5.38569, -4.85033, 1.80927], [-5.35747, 9.63714, -7.34217], [-1.58849, -4.42541, -1.44233], [5.24699, 3.91046, -10.26800], [-4.78416, 7.56348, -6.63849], [2.35145, 4.46255, -2.27334], [-6.07803, -3.41333, 1.07587], [1.66656, -5.05338, 9.20535], [-1.37908, -2.70728, 8.41418], [-1.77140, 7.66550, -7.17520], [3.19392, 1.12772, -6.68913], [0.38823, 2.60189, 1.10118], [4.65635, 2.29070, -9.92395], [-2.39518, -5.80356, 11.97998], [-3.46506, 10.64037, -5.14178], [2.67028, 3.35582, -7.72293], [-5.14605, -2.53359, -1.41242], [4.28391, -5.81760, -0.65009], [0.11617, -1.12300, 5.30972], [-5.84343, 9.98482, -5.67980], [0.95612, -4.39068, 11.52430], [5.61325, -4.22319, -2.35840], [4.73296, 1.03917, -1.38551], [-1.10081, -3.07762, 4.54357], [3.09739, 0.21223, 2.45329], [2.53711, 6.14129, -2.78456], [-0.73739, -2.07684, -1.09180], [4.75914, 0.57326, 0.32160], [2.35034, 3.73650, -4.68015], [-2.33408, -0.14485, 0.45192], [-2.74939, -0.06243, -1.24597], [-1.17473, -4.44708, 1.59768], [-1.19137, -6.64285, 11.01322], [-0.37737, 7.90250, -4.73154], [0.27997, 6.22756, -2.97391], [3.13758, -5.70993, 1.28536], [1.29549, 7.38443, -4.94802], [-2.19941, -1.69060, 4.53619], [0.80760, -6.37220, 9.99457], [0.54129, -6.23014, 12.76986], [-3.57505, 6.69172, -5.70847], [3.79635, 4.96952, -3.14599], [3.47381, 1.08477, -8.42726], [-6.44996, -2.78559, -2.58760], [-0.87563, 1.43466, -1.14750], [3.11479, 3.58568, -11.42389], [-3.02237, -1.27483, 7.19676], [5.73762, 3.32842, -0.11893], [5.72833, -2.79342, -1.30744], [1.33609, 1.99089, -2.18880], [-5.34412, -4.92953, -2.17651], [-1.13059, -2.15574, 1.40834], [1.68620, -0.35844, 3.28836], [-6.83003, -2.57551, -0.88122], [-1.34818, -5.86406, -0.48624], [1.30275, 2.46078, 3.28539], [-7.80927, -4.87626, 2.15884], [0.77175, 1.06497, 5.19948], [0.03523, 6.71921, -5.98854], [-0.06065, -2.21855, 6.67179], [3.86601, -1.84812, -0.17994], [-7.38823, -6.18543, 1.03915], [2.46037, 0.58226, 5.38180], [-2.36621, -1.81868, 9.56649], [-0.71447, -1.27717, 9.21007], [2.78198, -4.02540, 0.97169], [-0.87484, -7.00056, 13.47776], [-2.31763, -2.91640, 5.80988], [-5.22229, 11.27899, -6.72036], [-3.00843, 8.40848, -8.19173], [-8.12964, -4.69907, 0.43615], [-2.47528, 0.14123, 8.08303], [2.01436, -0.65042, -1.93283], [6.53442, 2.00944, 0.76966], [-6.96985, -4.99970, -1.50734], [2.38118, 5.42029, -5.19000], [-2.92112, 6.65450, -8.06972], [-2.83297, -2.32377, 1.09763], [-2.97940, 10.15139, -6.75843], [-2.46603, -2.33693, -1.32474], [1.98355, 2.26211, 5.73108], [6.71720, 2.14283, -0.97699], [-0.67146, 0.38730, 2.00496], [-2.73962, -4.54819, 0.84032]], "atomic_forces_ev_per_a": [[-0.4, 0.1, 0.9], [0.0, 0.1, -0.1], [0.5, 1.2, -0.1], [0.0, 0.0, 0.0], [0.0, 0.1, -0.2], [0.0, 0.0, 0.0], [0.0, -0.5, 0.1], [0.0, 0.0, 0.0], [0.0, -0.1, 0.0], [0.0, 0.0, 0.0], [0.0, 0.0, -0.1], [0.1, -0.1, -0.1], [0.2, 0.3, 0.0], [-0.1, 0.4, 0.1], [-0.1, -0.2, 0.0], [0.0, 0.0, 0.1], [-0.2, 0.2, -0.1], [0.1, -0.1, -0.1], [-0.1, 0.1, 0.2], [-0.1, 0.1, 0.0], [0.1, 0.0, 0.0], [0.0, 0.0, 0.1], [0.0, -0.1, 0.0], [0.0, 0.0, 0.1], [-0.1, 0.0, 0.1], [0.0, 0.0, 0.0], [0.0, 0.0, 0.1], [0.0, 0.0, 0.0], [-0.1, -0.1, 0.0], [-0.1, -0.1, -0.2], [0.4, -1.1, 0.2], [0.1, -0.3, 0.0], [-0.1, -0.2, -0.1], [0.0, 0.1, 0.0], [0.1, 0.1, 0.1], [0.3, -0.3, 0.4], [0.1, -0.1, 0.0], [0.1, -0.1, -0.1], [-0.4, 0.1, 0.1], [0.0, 0.0, -0.1], [-0.1, 0.0, 0.0], [-0.2, -1.1, -0.5], [0.0, 0.1, 0.0], [0.1, -0.1, -0.2], [0.0, 0.1, 0.0], [-0.1, 0.1, 0.2], [0.0, -0.1, -0.1], [0.0, 0.1, 0.0], [0.0, 0.0, -0.1], [0.1, 0.0, 0.0], [0.1, 0.1, 0.0], [0.1, 0.0, -0.1], [0.0, -0.1, 0.0], [0.0, 0.0, 0.0], [-0.5, 0.4, -0.3], [0.0, 0.0, 0.0], [0.1, 0.1, 0.0], [0.1, 0.0, 0.0], [-0.1, 0.0, 0.0], [-0.1, 0.4, -0.2], [0.0, 0.0, 0.0], [0.0, 0.0, 0.0], [0.0, 0.0, 0.0], [0.0, 0.0, 0.0], [0.0, 0.0, 0.0], [0.0, 0.0, 0.0], [0.0, 0.0, 0.0], [0.0, 0.1, 0.0], [0.0, 0.0, 0.0], [-0.1, -0.1, 0.2], [0.0, 0.0, 0.0], [0.0, 0.0, 0.0], [0.0, 0.1, 0.0], [0.0, 0.0, 0.0], [0.0, 0.0, 0.0], [0.1, -0.1, 0.0], [0.0, 0.0, 0.0], [0.0, 0.0, 0.0], [0.0, 0.0, 0.0], [0.0, 0.0, 0.0], [0.0, 0.0, 0.0], [0.4, 0.0, -0.4], [0.0, 0.0, 0.0], [0.0, 0.0, 0.0], [0.0, 0.0, 0.0], [0.0, 0.0, 0.0], [0.0, 0.0, 0.0], [0.0, 0.0, 0.0], [0.0, 0.1, 0.0], [0.0, 0.0, 0.0], [0.0, 0.0, 0.0], [0.0, 0.0, 0.0], [-0.1, 0.1, 0.0], [0.0, 0.0, 0.0], [0.0, 0.2, 0.0], [0.0, 0.0, -0.1], [-0.1, -0.1, 0.0], [0.0, 0.0, 0.0], [0.0, 0.0, 0.0], [0.0, 0.0, -0.1], [0.1, -0.1, -0.1], [0.0, 0.0, 0.0], [0.0, 0.0, 0.0], [0.0, 0.0, 0.0], [0.0, 0.0, 0.0], [0.0, 0.0, 0.0], [0.0, 0.0, 0.0], [0.0, 0.0, 0.0], [0.0, 0.0, 0.0], [0.0, 0.0, 0.0], [0.0, 0.0, 0.0], [0.0, -0.1, -0.1], [0.0, 0.0, 0.0], [0.0, 0.0, 0.0], [0.2, 0.1, 0.3], [0.0, 0.0, 0.0], [0.0, 0.0, 0.0], [0.0, 0.0, 0.1], [0.0, 0.0, -0.1], [0.0, -0.5, 0.0], [0.0, 0.0, 0.0], [0.1, 0.0, -0.1], [0.0, 0.1, 0.1], [0.0, 0.0, 0.0], [0.0, 0.1, 0.0], [0.2, 0.2, 0.0], [0.0, 0.0, 0.0], [0.0, 0.1, 0.0], [0.0, 0.0, 0.0], [0.0, 0.0, 0.0], [-0.2, -0.2, 0.2], [0.0, 0.0, 0.0], [0.1, 0.1, 0.1], [0.0, 0.0, 0.0], [0.0, 0.0, 0.0], [0.0, -0.1, -0.2], [0.0, 0.0, 0.0], [0.0, 0.0, 0.0], [0.0, 0.0, 0.0], [0.0, 0.0, 0.0], [0.0, 0.0, 0.0], [0.0, 0.0, 0.0], [0.0, -0.1, 0.0], [-0.1, 0.1, 0.0], [0.0, 0.0, 0.0], [0.0, 0.0, 0.0], [0.0, 0.0, 0.0], [0.1, -0.1, 0.1], [0.0, 0.0, 0.0], [0.1, 0.0, 0.0], [-0.1, 0.0, 0.0], [0.0, 0.0, 0.0], [-0.4, 0.6, 0.2], [0.1, -0.1, -0.1]]}